--- A ---
CH5NOS | ωB97M-V with the def2-TZVPD basis set

Structure (XYZ):
```
9
Properties=species:S:1:pos:R:3:lowdin_charge:R:1
N -0.32 2.16 4.22 0.1104
C 0.22 1.85 3.00 -0.4396
O -0.21 1.02 2.26 0.0184
H -1.11 1.58 4.42 0.1033
H 0.17 2.86 4.73 0.0868
H 1.07 2.53 2.80 0.1206
S 0.23 -2.26 -4.31 0.4612
H -0.95 -2.66 -3.79 -0.2260
H -0.45 -1.46 -5.13 -0.2352
```

As for the SMILES: NC=O.S. The value obtained for the gap between HOMO and LUMO is 10.6 eV. The HOMO energy comes out at -9.652 eV.

***

--- B ---
CH5NOS | ωB97M-V with the def2-TZVPD basis set

Structure (XYZ):
```
9
Properties=species:S:1:pos:R:3:lowdin_charge:R:1
C -1.09 -0.97 -1.14 -0.2675
N 1.94 0.72 0.68 0.0295
O -2.03 0.54 0.76 -0.5958
S -2.36 -0.09 -0.56 0.8839
H -0.21 -1.04 -0.58 -0.0024
H -1.40 -1.44 -2.02 -0.0169
H 1.86 1.63 1.03 -0.0190
H 0.99 0.62 0.47 -0.0546
H 2.29 0.02 1.37 0.0429
```

The value obtained for the gap between HOMO and LUMO is 9.5 eV. The HOMO energy comes out at -9.959 eV.

***

--- C ---
CH5NOS | ωB97M-V with the def2-TZVPD basis set

Structure (XYZ):
```
9
Properties=species:S:1:pos:R:3:lowdin_charge:R:1
C -0.99 -0.48 -0.15 -0.1642
S 0.70 -0.06 0.24 0.5994
N 0.88 1.47 0.41 -0.2946
O 1.61 -0.75 -0.57 -0.3741
H -1.00 -1.20 -0.90 0.0339
H -1.61 -0.75 0.67 0.0511
H -1.34 0.44 -0.63 0.0667
H 0.98 -0.35 1.55 0.0666
H 0.77 1.70 -0.62 0.0152
```

As for the SMILES: C[S@H](=N)=O. The value obtained for the gap between HOMO and LUMO is 10.3 eV. The HOMO energy comes out at -9.610 eV.

***

A ends up most stable, edging out the next structure by 40.0 kcal/mol.

***

--- A ---
C4H7P | ωB97M-V with the def2-TZVPD basis set

Structure (XYZ):
```
12
Properties=species:S:1:pos:R:3:lowdin_charge:R:1
C 1.15 -0.14 0.44 -0.5972
C -1.34 -0.66 -0.21 -0.1525
C -1.09 0.81 -0.06 -0.1723
C 0.06 -0.09 -0.53 -0.4317
P 2.69 0.11 -0.13 0.7900
H 0.95 -0.37 1.50 0.0673
H -1.31 -1.19 0.66 0.0492
H -1.98 -1.23 -1.05 0.1459
H -1.61 1.32 -0.96 0.1200
H -1.27 1.31 0.92 0.1143
H 0.55 0.18 -1.81 0.2051
H 3.19 -0.04 1.23 -0.1381
```

The value obtained for the gap between HOMO and LUMO is 9.4 eV. The HOMO energy comes out at -8.799 eV.

***

--- B ---
C4H7P | ωB97M-V with the def2-TZVPD basis set

Structure (XYZ):
```
12
Properties=species:S:1:pos:R:3:lowdin_charge:R:1
C -0.36 0.67 1.22 -0.3168
C 0.15 -0.63 1.57 0.0225
C -0.47 -0.16 -1.47 -0.3815
C -0.09 0.62 -0.29 -0.4547
P 1.16 0.88 -1.66 0.8408
H -1.40 0.71 1.00 0.0984
H 0.02 1.54 1.66 0.0898
H 1.19 -0.87 1.75 0.0607
H -0.54 -1.46 1.40 0.0675
H -0.31 -1.30 -1.47 0.0920
H -1.27 0.26 -2.04 0.0336
H 1.90 -0.27 -1.65 -0.1524
```

The value obtained for the gap between HOMO and LUMO (alpha / beta) is 8.1 / 8.2 eV. The HOMO energy (alpha / beta) comes out at -8.013 / -7.935 eV.

***

A ends up most stable, edging out the next structure by 35.1 kcal/mol.

***

--- A ---
C5H6Si | ωB97M-V with the def2-TZVPD basis set

Structure (XYZ):
```
12
Properties=species:S:1:pos:R:3:lowdin_charge:R:1
C 2.61 -1.09 -0.04 0.0154
C 1.44 -0.94 0.08 -0.2706
Si -0.09 -0.06 0.54 0.4842
C 0.02 1.60 -0.37 -0.2038
C -1.61 -0.93 -0.02 -0.2419
C -2.78 -1.20 -0.17 0.0234
H 3.71 -1.32 -0.11 0.0542
H 0.04 -0.21 2.15 0.0227
H -0.34 2.53 0.25 0.0743
H 1.14 1.62 -0.45 0.0294
H -0.42 1.60 -1.29 -0.0199
H -3.71 -1.59 -0.57 0.0326
```

As for the SMILES: C#C[SiH](C)C#C. The value obtained for the gap between HOMO and LUMO is 11.1 eV. The HOMO energy comes out at -10.208 eV.

***

--- B ---
C5H6Si | ωB97M-V with the def2-TZVPD basis set

Structure (XYZ):
```
12
Properties=species:S:1:pos:R:3:lowdin_charge:R:1
C 1.63 -1.03 -0.44 0.0179
C 1.71 0.02 0.33 -0.0319
C -1.92 -0.22 0.22 -0.1786
C -0.83 -0.83 0.71 -0.1819
C 0.35 -0.35 -0.12 -0.5656
Si -0.79 1.00 -0.73 0.7246
H 2.28 -1.57 -1.04 0.0676
H 1.87 1.06 0.64 0.0904
H -2.84 0.19 0.70 0.0525
H -0.77 -1.34 1.65 0.0963
H 0.10 1.62 0.25 -0.0215
H -0.79 1.43 -2.15 -0.0699
```

The value obtained for the gap between HOMO and LUMO is 9.1 eV. The HOMO energy comes out at -8.393 eV.

***

--- C ---
C5H6Si | ωB97M-V with the def2-TZVPD basis set

Structure (XYZ):
```
12
Properties=species:S:1:pos:R:3:lowdin_charge:R:1
C -1.28 -0.77 -0.35 -0.2327
C -1.97 0.32 -0.13 -0.0089
C 0.22 -0.79 -0.20 -0.3656
C 1.03 0.41 -0.59 -0.2994
C 0.88 -0.01 0.89 -0.2995
Si 0.16 1.67 0.49 0.9028
H -1.71 -1.72 -0.65 0.0963
H -3.00 0.59 -0.17 0.0065
H 0.67 -1.75 -0.43 0.1313
H 1.91 0.34 -1.21 0.0780
H 1.64 -0.43 1.53 0.0779
H 0.58 2.98 0.95 -0.0867
```

The value obtained for the gap between HOMO and LUMO is 8.9 eV. The HOMO energy comes out at -8.518 eV.

***

A ends up most stable, edging out the next structure by 30.6 kcal/mol.

***

--- A ---
C5H10BNO3 | ωB97M-V with the def2-TZVPD basis set

Structure (XYZ):
```
20
Properties=species:S:1:pos:R:3:lowdin_charge:R:1
C -0.83 0.47 -2.65 -0.0657
O -0.20 -0.71 -2.19 0.0426
B -0.51 -1.09 -0.91 -0.6067
O -1.24 -2.23 -0.71 0.1846
C -0.02 -0.19 0.31 -0.1920
C 0.07 -0.76 1.71 -0.1480
N 0.72 0.37 2.48 0.0617
C 1.27 1.27 1.53 -0.5169
O 1.54 2.38 1.73 0.1435
C 1.36 0.45 0.24 -0.0516
H -0.16 1.02 -3.28 0.0901
H -1.70 0.23 -3.25 0.0916
H -1.16 1.12 -1.85 0.0854
H -2.00 -1.99 -0.16 0.1145
H -0.69 0.67 0.36 0.1458
H -0.90 -0.99 2.11 0.1169
H 0.73 -1.60 1.84 0.1200
H -0.07 0.88 2.88 0.1265
H 1.65 0.96 -0.66 0.1247
H 2.14 -0.27 0.47 0.1331
```

As for the SMILES: COB(O)[C@H]1CNC(=O)C1. The value obtained for the gap between HOMO and LUMO is 9.9 eV. The HOMO energy comes out at -9.636 eV.

***

--- B ---
C5H10BNO3 | ωB97M-V with the def2-TZVPD basis set

Structure (XYZ):
```
20
Properties=species:S:1:pos:R:3:lowdin_charge:R:1
C -1.00 2.91 0.03 -0.0090
C -0.53 1.45 -0.01 -0.3638
C -0.75 0.43 0.87 0.0241
C 0.23 -0.68 0.44 -0.2000
B -0.59 -2.10 0.29 -0.6240
O -1.93 -2.00 0.41 0.1994
O 0.14 -3.23 0.12 0.1683
N 0.74 -0.23 -0.83 -0.0839
C 2.20 -0.23 -0.88 -0.0635
O 0.38 1.26 -0.94 -0.0074
H -0.13 3.54 0.38 0.0993
H -1.79 3.16 0.71 0.0694
H -1.23 3.28 -0.94 0.0581
H -1.46 0.41 1.64 0.0924
H 1.16 -0.76 1.04 0.1279
H -2.75 -2.48 0.31 0.1175
H -0.42 -4.03 -0.02 0.1269
H 2.57 0.07 -1.84 0.0785
H 2.71 0.47 -0.17 0.1050
H 2.42 -1.25 -0.60 0.0849
```

As for the SMILES: CC1=C[C@@H](B(O)O)N(C)O1. The value obtained for the gap between HOMO and LUMO is 7.7 eV. The HOMO energy comes out at -7.443 eV.

***

A ends up most stable, edging out the next structure by 41.2 kcal/mol.

***

--- A ---
C6H16 | ωB97M-V with the def2-TZVPD basis set

Structure (XYZ):
```
22
Properties=species:S:1:pos:R:3:lowdin_charge:R:1
C -1.22 0.96 -1.31 -0.0423
C -1.86 0.89 -0.14 -0.2661
C -2.54 -0.34 0.37 -0.1103
H -1.30 0.17 -2.04 0.0617
H -0.82 1.89 -1.67 0.0560
H -1.91 1.76 0.51 0.0935
H -2.30 -1.20 -0.24 0.0733
H -2.25 -0.54 1.40 0.0688
H -3.62 -0.19 0.35 0.0744
C 1.21 -1.31 -0.77 -0.1877
C 2.52 -0.57 -0.92 -0.1649
H 0.32 -0.59 -0.84 0.0338
H 1.21 -1.93 0.13 0.0632
H 1.07 -2.00 -1.60 0.0610
H 3.37 -1.26 -0.95 0.0619
H 2.53 0.02 -1.84 0.0629
H 2.67 0.12 -0.08 0.0496
C 0.57 0.83 1.94 -0.0522
H 0.35 -0.10 1.39 0.0020
H 0.73 1.62 1.21 0.0212
H -0.21 1.13 2.63 0.0213
H 1.50 0.65 2.48 0.0190
```

As for the SMILES: C=CC.CC.C. The value obtained for the gap between HOMO and LUMO is 10.6 eV. The HOMO energy comes out at -9.476 eV.

***

--- B ---
C6H16 | ωB97M-V with the def2-TZVPD basis set

Structure (XYZ):
```
22
Properties=species:S:1:pos:R:3:lowdin_charge:R:1
C -0.33 -1.21 -2.74 -0.0979
C -1.08 -1.02 -1.42 -0.4813
C -1.35 -2.33 -0.70 -0.1005
C -0.38 0.02 -0.49 -0.0808
H -0.98 -1.41 -3.60 0.0713
H 0.40 -2.02 -2.66 0.0774
H 0.21 -0.31 -3.05 0.0703
H -2.03 -0.55 -1.70 0.1181
H -0.42 -2.74 -0.31 0.0796
H -2.09 -2.20 0.09 0.0766
H -1.68 -3.09 -1.42 0.0766
H -1.02 0.90 -0.44 0.0691
H -0.36 -0.35 0.53 0.0570
H 0.60 0.37 -0.81 0.0696
C 1.01 1.45 2.80 -0.1705
C 1.65 2.52 1.89 -0.1636
H 1.39 0.44 2.62 0.0576
H 1.13 1.73 3.84 0.0538
H -0.06 1.37 2.58 0.0517
H 2.64 2.21 1.58 0.0562
H 1.69 3.48 2.41 0.0579
H 1.03 2.72 1.01 0.0517
```

As for the SMILES: CC(C)C.CC. The value obtained for the gap between HOMO and LUMO is 12.1 eV. The HOMO energy comes out at -11.030 eV.

***

--- C ---
C6H16 | ωB97M-V with the def2-TZVPD basis set

Structure (XYZ):
```
22
Properties=species:S:1:pos:R:3:lowdin_charge:R:1
C 1.89 0.50 0.86 -0.1246
C 1.25 0.27 2.24 -0.2810
C 0.09 -0.78 2.35 -0.1254
H 0.98 0.61 0.22 0.0358
H 2.39 1.47 0.76 0.0617
H 2.67 -0.18 0.48 0.0706
H 0.59 1.12 2.34 0.0892
H 2.02 -0.03 2.97 0.1039
H 0.38 -1.81 2.59 0.0632
H -0.57 -0.90 1.47 0.0467
H -0.55 -0.47 3.16 0.0549
C -0.27 -0.83 -2.41 -0.1116
C -1.59 -0.06 -2.15 -0.2764
C -1.35 0.82 -0.87 -0.1432
H -0.36 -1.91 -2.14 0.0826
H 0.61 -0.45 -1.94 0.0414
H -0.16 -0.73 -3.50 0.0662
H -1.69 0.72 -2.90 0.0827
H -2.57 -0.51 -1.96 0.0986
H -0.64 1.60 -1.04 0.0625
H -2.23 1.45 -0.65 0.0684
H -1.24 0.15 -0.03 0.0337
```

As for the SMILES: CCC.CCC. The value obtained for the gap between HOMO and LUMO is 11.8 eV. The HOMO energy comes out at -10.697 eV.

***

--- D ---
C6H16 | ωB97M-V with the def2-TZVPD basis set

Structure (XYZ):
```
22
Properties=species:S:1:pos:R:3:lowdin_charge:R:1
C 0.44 0.73 2.72 -0.1273
C 1.20 0.82 1.39 -0.3213
C 1.78 2.19 1.12 -0.1281
H -0.06 1.67 2.98 0.0704
H -0.28 -0.08 2.78 0.0548
H 1.14 0.55 3.55 0.0701
H 0.46 0.58 0.63 0.0678
H 1.95 0.02 1.38 0.1031
H 1.01 2.91 0.86 0.0719
H 2.54 2.16 0.34 0.0653
H 2.25 2.62 2.02 0.0715
C -1.20 -1.77 -0.62 -0.1222
C -1.17 -0.66 -1.67 -0.3006
C -1.07 -1.28 -3.09 -0.1153
H -0.84 -1.49 0.37 0.0489
H -2.23 -2.01 -0.36 0.0697
H -0.69 -2.68 -0.91 0.0635
H -0.32 0.01 -1.50 0.0759
H -2.01 0.02 -1.64 0.0940
H -2.04 -1.28 -3.56 0.0628
H -0.56 -2.24 -3.04 0.0580
H -0.33 -0.76 -3.72 0.0671
```

As for the SMILES: CCC.CCC. The value obtained for the gap between HOMO and LUMO is 12.3 eV. The HOMO energy comes out at -11.156 eV.

***

B ends up most stable, edging out the next structure by 2.7 kcal/mol.

***

--- A ---
C6H16 | ωB97M-V with the def2-TZVPD basis set

Structure (XYZ):
```
22
Properties=species:S:1:pos:R:3:lowdin_charge:R:1
C 0.03 -2.12 2.53 -0.1300
C -0.65 -1.29 1.44 -0.3174
C -1.75 -0.33 1.93 -0.1149
H 0.91 -2.64 2.15 0.0648
H -0.63 -2.90 2.92 0.0678
H 0.28 -1.53 3.41 0.0689
H 0.10 -0.76 0.86 0.0727
H -1.11 -1.98 0.73 0.0970
H -2.08 -0.60 2.93 0.0625
H -1.41 0.71 1.96 0.0657
H -2.65 -0.42 1.33 0.0616
C 0.16 2.37 -2.21 -0.1243
C 0.61 1.11 -1.47 -0.3359
C 1.60 0.28 -2.25 -0.1289
H 0.22 3.28 -1.61 0.0667
H 0.78 2.59 -3.07 0.0635
H -0.86 2.34 -2.58 0.0649
H -0.25 0.53 -1.09 0.0905
H 1.06 1.40 -0.52 0.0940
H 2.52 0.85 -2.41 0.0709
H 1.21 0.07 -3.26 0.0732
H 1.81 -0.70 -1.81 0.0667
```

As for the SMILES: CCC.CCC. The value obtained for the gap between HOMO and LUMO is 12.2 eV. The HOMO energy comes out at -11.143 eV.

***

--- B ---
C6H16 | ωB97M-V with the def2-TZVPD basis set

Structure (XYZ):
```
22
Properties=species:S:1:pos:R:3:lowdin_charge:R:1
C -2.14 0.45 -0.59 -0.1550
C -1.34 1.70 -0.25 -0.3083
C -0.48 2.39 -1.45 -0.0756
H -1.67 -0.45 -1.07 0.0630
H -3.09 0.73 -1.28 0.1098
H -2.46 0.17 0.49 0.0877
H -1.92 2.33 0.24 0.0314
H -0.68 1.45 0.62 0.0980
H 0.43 1.69 -1.53 0.0787
H -0.93 2.34 -2.48 0.0724
H -0.11 3.33 -1.30 0.0074
C 1.81 -1.60 -0.37 -0.1308
C 1.78 -1.27 1.12 -0.2878
C 0.30 -1.48 1.65 -0.0917
H 2.79 -2.34 -0.46 0.1239
H 0.85 -1.91 -0.81 0.0709
H 2.33 -0.87 -0.91 0.0180
H 2.24 -0.16 1.28 0.1455
H 2.39 -1.81 1.70 0.0281
H -0.10 -2.47 1.59 0.0712
H -0.23 -0.88 1.08 -0.0282
H 0.26 -1.33 2.72 0.0712
```

As for the SMILES: CCC.CCC. The value obtained for the gap between HOMO and LUMO is 11.6 eV. The HOMO energy comes out at -10.504 eV.

***

--- C ---
C6H16 | ωB97M-V with the def2-TZVPD basis set

Structure (XYZ):
```
22
Properties=species:S:1:pos:R:3:lowdin_charge:R:1
C -0.48 -2.70 -0.05 -0.1087
C -0.08 -1.23 -0.33 -0.4200
C 1.10 -1.04 -1.35 -0.0814
C -1.49 -0.63 -0.71 -0.0980
H -0.59 -2.93 1.01 0.0660
H 0.46 -3.28 -0.29 0.0778
H -1.43 -2.96 -0.58 0.0795
H 0.23 -0.89 0.64 0.0934
H 1.93 -0.74 -0.80 0.0283
H 1.32 -1.86 -2.08 0.0752
H 0.95 -0.25 -2.22 0.1044
H -2.45 -1.09 -0.34 0.0844
H -1.71 0.39 -0.38 0.0556
H -1.63 -0.69 -1.72 0.0363
C 0.00 2.69 1.70 -0.1784
C 1.02 2.33 0.60 -0.1705
H -0.91 3.24 1.25 0.0921
H -0.34 1.85 2.30 0.0528
H 0.46 3.38 2.38 0.0394
H 1.81 1.68 1.11 0.0882
H 1.40 3.05 -0.12 0.0636
H 0.42 1.69 -0.03 0.0199
```

As for the SMILES: CC(C)C.CC. The value obtained for the gap between HOMO and LUMO is 11.7 eV. The HOMO energy comes out at -10.682 eV.

***

A ends up most stable, edging out the next structure by 31.9 kcal/mol.